Entry 1:
Computed, not measured: a cluster of 2 separate species, C4H10N2O2 in total, with the ωB97M-V functional and the def2-TZVPD basis.

Output
Gap between HOMO and LUMO = 0.3625 Ha
SMILES string = C=CC(=O)O.CNN
Energy relative to the best compared isomer or geometry (same formula, charge and spin) = 283.15 kJ/mol
E_LUMO = 0.8 eV
E_HOMO = -9.043 eV

Geometry (Å):
C1 2.662 0.119 -0.245
C2 1.690 0.784 0.363
C3 0.521 1.350 -0.337
O1 -0.265 2.116 0.165
O2 0.450 1.008 -1.636
H1 3.511 -0.266 0.294
H2 2.636 -0.059 -1.306
H3 1.704 0.984 1.423
H4 -0.370 1.371 -2.005
C4 -1.753 -0.292 1.247
N1 -0.757 -0.801 0.326
N2 -1.344 -1.119 -0.928
H5 -2.637 -0.937 1.315
H6 -2.058 0.694 0.902
H7 -1.300 -0.195 2.229
H8 -0.264 -1.596 0.740
H9 -0.606 -1.140 -1.626
H10 -1.823 -2.022 -0.921

Entry 2:
Computed, not measured: the ion C2H7INO with charge +1, with the ωB97M-V functional and the def2-TZVPD basis.

Output
Gap between HOMO and LUMO = 0.3605 Ha
SMILES string = [NH3+]C[C@@H](O)I
Energy relative to the best compared isomer or geometry (same formula, charge and spin) = 56.13 kJ/mol
Charge = +1
E_LUMO = -4.3 eV
E_HOMO = -14.085 eV

Geometry (Å):
N1 0.387 0.999 0.682
C1 0.246 0.233 -0.657
C2 -0.794 -0.884 -0.422
O1 -0.563 -1.742 0.623
I1 -2.814 0.205 -0.085
H1 0.548 0.310 1.410
H2 1.250 1.556 0.674
H3 -0.558 1.474 0.882
H4 1.235 -0.149 -0.860
H5 0.143 0.947 -1.489
H6 -0.771 -1.410 -1.411
H7 -1.450 -1.934 0.981

Entry 3:
Computed, not measured: a structure of composition C9H16ClNaO13, with the ωB97M-V functional and the def2-TZVPD basis.

Output
Gap between HOMO and LUMO = 0.2617 Ha
Energy relative to the best compared isomer or geometry (same formula, charge and spin) = 131.36 kJ/mol
E_LUMO = -2.1 eV
E_HOMO = -9.220 eV

Geometry (Å):
Na1 0.956 -2.179 2.255
Cl1 -0.746 0.424 -0.125
O1 -0.056 1.553 -0.641
O2 -1.131 0.831 1.180
O3 -1.860 0.055 -0.977
O4 0.144 -0.692 -0.004
C1 -0.298 3.947 1.943
C2 -0.741 4.974 2.929
O5 -0.178 6.166 2.362
C3 0.544 5.899 1.306
O6 1.113 6.748 0.636
O7 0.505 4.648 1.036
H1 -1.122 3.499 1.388
H2 0.085 3.100 2.513
H3 -0.324 4.716 3.903
H4 -1.829 5.032 2.941
C4 -4.003 -0.720 1.728
O8 -4.096 -2.083 1.378
C5 -2.913 -2.815 1.265
O9 -1.793 -2.498 1.722
O10 -3.177 -3.962 0.862
C6 -2.330 -5.073 1.169
H5 -4.412 -0.230 0.844
H6 -3.077 -0.249 2.058
H7 -4.744 -0.551 2.509
H8 -1.558 -5.125 0.401
H9 -2.889 -6.008 1.225
H10 -1.698 -4.910 2.042
C7 3.581 -0.028 -1.732
O11 3.517 -0.935 -2.812
C8 2.813 -0.664 -3.930
O12 2.071 0.265 -4.126
O13 2.960 -1.669 -4.817
C9 3.790 -2.780 -4.608
H11 2.859 -0.329 -0.973
H12 3.329 0.985 -2.047
H13 4.524 -0.209 -1.217
H14 4.816 -2.491 -4.384
H15 3.821 -3.363 -5.528
H16 3.548 -3.282 -3.671

Entry 4:
Computed, not measured: a cluster of 2 separate species, C16H24F3NO7PS2 in total, with the ωB97M-V functional and the def2-TZVPD basis.

Output
Gap between HOMO and LUMO = 0.2431 Ha
Charge = -1
E_LUMO = 2.8 eV
E_HOMO = -3.845 eV

Geometry (Å):
C1 1.444 2.266 -3.225
C2 0.295 1.332 -2.917
O1 0.618 0.401 -1.849
P1 -0.175 -1.030 -1.752
C3 -1.019 -1.038 -0.213
C4 -2.270 -0.359 -0.230
O2 -3.189 -0.330 0.597
O3 -2.289 0.434 -1.373
C5 -3.557 0.802 -1.924
C6 -3.859 0.150 -3.259
O4 -0.926 -1.366 -2.993
O5 1.068 -1.995 -1.447
C7 1.355 -2.917 -2.518
C8 2.652 -3.632 -2.232
H1 0.992 3.114 -3.741
H2 2.003 2.645 -2.362
H3 2.111 1.794 -3.952
H4 -0.605 1.879 -2.600
H5 0.056 0.723 -3.804
H6 -0.783 -1.755 0.555
H7 -4.369 0.536 -1.237
H8 -3.525 1.891 -2.041
H9 -4.089 0.941 -3.981
H10 -3.071 -0.502 -3.652
H11 -4.759 -0.467 -3.152
H12 0.506 -3.616 -2.587
H13 1.448 -2.351 -3.464
H14 2.743 -4.373 -3.026
H15 3.521 -2.970 -2.295
H16 2.664 -4.123 -1.254
C9 -0.936 0.033 2.822
N1 0.184 -0.826 3.148
S1 -0.259 -2.367 3.807
C10 -0.530 -1.763 5.567
F1 -0.206 -2.752 6.454
F2 0.236 -0.670 5.842
F3 -1.845 -1.422 5.746
S2 1.739 -0.849 2.470
C11 1.715 0.882 2.081
C12 1.728 1.274 0.746
C13 1.411 2.589 0.445
C14 1.218 3.529 1.459
C15 1.269 3.124 2.800
C16 1.524 1.795 3.130
O6 2.732 -1.066 3.487
O7 1.717 -1.692 1.298
H17 -1.459 0.229 3.771
H18 -0.591 0.993 2.419
H19 -1.612 -0.442 2.095
H20 1.918 0.555 -0.048
H21 1.350 2.864 -0.602
H22 1.060 4.589 1.221
H23 1.101 3.845 3.597
H24 1.545 1.468 4.173

Entry 5:
Computed, not measured: a cluster of 11 separate species, C14H36Br6N8O16 in total, with the ωB97M-V functional and the def2-TZVPD basis.

Output
Gap between HOMO and LUMO = 0.3362 Ha
SMILES string = C[N+](=O)[O-].C[N+](=O)[O-].C[N+](=O)[O-].C[N+](=O)[O-].C[N+](=O)[O-].C[N+](=O)[O-].C[N+](=O)[O-].C[N+](=O)[O-].BrCCBr.BrCCBr.BrCCBr
Energy relative to the best compared isomer or geometry (same formula, charge and spin) = 180.62 kJ/mol
E_LUMO = -0.4 eV
E_HOMO = -9.512 eV

Geometry (Å):
C1 12.607 21.843 -30.323
N1 11.664 20.644 -30.458
O1 12.147 19.500 -30.249
O2 10.496 20.798 -30.712
H1 12.038 22.690 -30.706
H2 13.325 21.581 -31.099
H3 13.069 21.905 -29.338
C2 8.599 15.103 -35.842
N2 7.867 13.935 -35.170
O3 6.643 14.055 -35.063
O4 8.550 13.111 -34.604
H4 8.367 15.993 -35.256
H5 8.276 15.212 -36.877
H6 9.658 14.853 -35.901
C3 13.177 15.168 -34.386
N3 13.413 15.571 -32.974
O5 13.428 14.836 -32.045
O6 13.626 16.731 -32.866
H7 13.448 14.113 -34.412
H8 13.778 15.674 -35.141
H9 12.105 15.304 -34.531
C4 3.869 22.949 -35.120
N4 4.564 21.589 -35.102
O7 5.480 21.335 -34.341
O8 4.045 20.696 -35.816
H10 2.793 22.779 -35.138
H11 4.086 23.478 -36.048
H12 4.228 23.637 -34.354
C5 9.386 23.808 -35.408
N5 7.920 23.788 -35.596
O9 7.223 24.744 -35.282
O10 7.442 22.751 -36.037
H13 9.738 22.808 -35.153
H14 9.614 24.516 -34.611
H15 9.847 24.070 -36.360
C6 11.071 16.447 -28.558
N6 10.588 16.635 -29.926
O11 9.924 17.615 -30.191
O12 10.932 15.802 -30.759
H16 11.310 15.419 -28.284
H17 10.308 16.758 -27.843
H18 11.984 17.030 -28.435
C7 4.847 18.590 -38.141
N7 5.656 17.523 -38.722
O13 5.849 16.627 -37.931
O14 6.123 17.638 -39.825
H19 5.050 19.473 -38.746
H20 5.227 18.744 -37.131
H21 3.820 18.232 -38.068
C8 12.923 20.034 -34.762
N8 12.240 20.357 -36.029
O15 11.830 21.466 -36.052
O16 12.147 19.572 -36.972
H22 12.927 20.965 -34.194
H23 13.952 19.915 -35.100
H24 12.584 19.147 -34.227
Br1 7.760 23.378 -30.014
C9 6.342 22.175 -30.677
C10 6.328 20.950 -29.769
Br2 4.675 19.967 -30.091
H25 6.585 21.884 -31.699
H26 5.376 22.680 -30.657
H27 6.264 21.296 -28.737
H28 7.245 20.362 -29.778
Br3 6.504 16.558 -30.436
C11 6.956 15.361 -31.954
C12 7.296 14.015 -31.436
Br4 5.846 13.172 -30.389
H29 7.785 15.685 -32.583
H30 6.015 15.312 -32.503
H31 8.158 13.972 -30.770
H32 7.533 13.301 -32.224
Br5 7.605 18.635 -35.653
C13 8.646 19.534 -34.194
C14 9.075 18.531 -33.161
Br6 10.393 17.407 -34.069
H33 7.961 20.288 -33.805
H34 9.557 20.070 -34.460
H35 8.236 17.909 -32.847
H36 9.547 19.019 -32.308

Entry 6:
Computed, not measured: a structure of composition BrCa2O4PZn2, with the ωB97M-V functional and the def2-TZVPD basis.

Output
Gap between HOMO and LUMO = 0.0809 Ha
Charge = +4
E_LUMO = -15.7 eV
E_HOMO = -17.874 eV

Geometry (Å):
Ca1 4.038 0.818 5.830
Ca2 0.679 4.110 -0.149
Zn1 -0.157 -4.046 4.981
Zn2 -2.972 -1.161 0.664
P1 -0.399 -0.114 -3.017
O1 -0.658 -1.406 -2.323
O2 -0.399 0.041 -4.530
O3 1.090 0.189 -2.697
O4 -1.156 0.761 -2.060
Br1 -0.066 0.809 3.302

Entry 7:
Computed, not measured: a cluster of 10 separate species, C30H90O40P10 in total, with the ωB97M-V functional and the def2-TZVPD basis.

Output
Gap between HOMO and LUMO = 0.3862 Ha
SMILES string = COP(=O)(OC)OC.COP(=O)(OC)OC.COP(=O)(OC)OC.COP(=O)(OC)OC.COP(=O)(OC)OC.COP(=O)(OC)OC.COP(=O)(OC)OC.COP(=O)(OC)OC.COP(=O)(OC)OC.COP(=O)(OC)OC
Energy relative to the best compared isomer or geometry (same formula, charge and spin) = 368.04 kJ/mol
E_LUMO = 0.4 eV
E_HOMO = -10.128 eV

Geometry (Å):
C1 -8.270 2.120 1.972
O1 -7.122 2.297 1.216
P1 -5.720 1.888 1.860
O2 -5.504 2.167 3.311
O3 -5.716 0.314 1.627
C2 -5.732 -0.198 0.316
O4 -4.802 2.683 0.785
C3 -3.387 2.566 1.077
H1 -9.150 2.555 1.525
H2 -8.124 2.625 2.907
H3 -8.500 1.066 2.129
H4 -4.783 0.031 -0.155
H5 -6.548 0.174 -0.323
H6 -5.783 -1.285 0.372
H7 -2.874 3.449 0.800
H8 -3.094 1.652 0.632
H9 -3.193 2.434 2.151
C4 1.908 -6.035 4.164
O5 3.148 -5.323 3.861
P2 3.037 -4.100 2.839
O6 1.696 -3.727 2.420
O7 4.115 -4.461 1.768
C5 4.309 -5.676 1.103
O8 3.838 -2.876 3.527
C6 3.224 -2.290 4.651
H10 2.163 -7.075 4.078
H11 1.270 -5.813 3.309
H12 1.544 -5.758 5.159
H13 5.157 -6.283 1.452
H14 4.471 -5.435 0.052
H15 3.484 -6.396 1.167
H16 3.399 -2.948 5.509
H17 2.183 -2.092 4.510
H18 3.674 -1.349 4.684
C7 -3.320 -5.915 -1.966
O9 -3.645 -5.729 -0.584
P3 -2.813 -4.694 0.335
O10 -3.381 -4.629 1.675
O11 -2.907 -3.403 -0.598
C8 -2.214 -2.143 -0.225
O12 -1.332 -5.317 0.153
C9 -0.399 -5.530 1.239
H19 -2.347 -6.377 -2.033
H20 -3.353 -5.012 -2.573
H21 -4.082 -6.591 -2.313
H22 -2.443 -1.572 -1.148
H23 -1.156 -2.327 -0.038
H24 -2.703 -1.700 0.675
H25 -0.713 -5.110 2.187
H26 0.487 -4.943 0.953
H27 -0.174 -6.579 1.262
C10 1.350 6.853 3.660
O13 2.471 6.523 4.521
P4 3.814 6.001 3.648
O14 4.399 7.024 2.731
O15 4.697 5.409 4.892
C11 5.332 6.339 5.724
O16 3.200 4.650 3.019
C12 3.986 4.192 1.873
H28 0.722 7.354 4.386
H29 0.741 5.974 3.245
H30 1.653 7.608 2.947
H31 5.985 5.812 6.374
H32 4.556 6.925 6.178
H33 5.963 7.010 5.170
H34 4.919 3.766 2.242
H35 4.218 5.040 1.260
H36 3.295 3.521 1.403
C13 -1.898 1.325 -6.248
O17 -1.680 2.641 -6.675
P5 -1.123 3.677 -5.542
O18 -0.078 3.186 -4.630
O19 -0.612 4.834 -6.490
C14 -1.498 5.365 -7.581
O20 -2.475 4.163 -4.862
C15 -2.528 5.055 -3.806
H37 -2.327 1.351 -5.233
H38 -0.983 0.774 -6.163
H39 -2.551 0.807 -6.960
H40 -1.380 5.004 -8.618
H41 -1.416 6.427 -7.472
H42 -2.500 5.128 -7.252
H43 -2.713 6.086 -4.117
H44 -1.554 5.081 -3.318
H45 -3.317 4.659 -3.170
C16 0.659 -1.122 7.784
O21 0.188 0.224 7.760
P6 0.603 1.079 6.410
O22 1.624 0.401 5.518
O23 -0.830 1.394 5.820
C17 -1.573 0.223 5.311
O24 1.020 2.558 6.939
C18 1.515 3.464 6.016
H46 -0.074 -1.815 7.349
H47 0.798 -1.405 8.805
H48 1.605 -1.224 7.238
H49 -2.283 -0.091 6.036
H50 -0.961 -0.601 5.012
H51 -2.194 0.608 4.492
H52 2.488 3.144 5.724
H53 1.507 4.448 6.465
H54 0.997 3.451 5.050
C19 6.207 -0.471 -0.819
O25 5.167 0.416 -0.977
P7 4.350 0.583 -2.406
O26 5.099 0.284 -3.646
O27 3.099 -0.345 -2.135
C20 2.087 -0.429 -3.241
O28 3.765 2.061 -2.148
C21 4.505 2.965 -1.315
H55 6.640 -0.256 0.119
H56 7.017 -0.232 -1.496
H57 5.843 -1.514 -0.851
H58 1.790 0.605 -3.467
H59 1.216 -0.911 -2.781
H60 2.576 -0.929 -4.067
H61 4.183 3.938 -1.585
H62 5.560 2.794 -1.448
H63 4.332 2.840 -0.253
C22 0.463 -3.835 -2.486
O29 1.405 -4.330 -3.449
P8 2.849 -4.788 -2.959
O30 2.918 -5.391 -1.578
O31 3.313 -5.773 -4.123
C23 2.968 -5.391 -5.400
O32 3.660 -3.430 -3.114
C24 5.098 -3.240 -2.878
H64 0.675 -2.814 -2.174
H65 0.507 -4.467 -1.597
H66 -0.499 -3.777 -2.958
H67 3.678 -5.885 -6.082
H68 3.016 -4.319 -5.596
H69 1.924 -5.635 -5.626
H70 5.185 -2.202 -3.225
H71 5.596 -3.952 -3.493
H72 5.390 -3.482 -1.880
C25 -4.885 2.841 -2.607
O33 -5.578 1.578 -2.777
P9 -4.659 0.402 -3.257
O34 -3.314 0.305 -2.783
O35 -5.722 -0.788 -2.760
C26 -5.119 -2.136 -2.806
O36 -4.747 0.468 -4.889
C27 -6.038 0.390 -5.500
H73 -5.127 3.163 -1.596
H74 -5.198 3.486 -3.416
H75 -3.811 2.663 -2.738
H76 -4.056 -1.984 -2.745
H77 -5.425 -2.686 -3.701
H78 -5.409 -2.690 -1.914
H79 -6.170 -0.613 -5.844
H80 -6.091 1.113 -6.299
H81 -6.816 0.708 -4.794
C28 -0.607 1.424 -1.910
O37 0.419 1.604 -0.843
P10 0.347 0.500 0.313
O38 -0.888 0.305 1.141
O39 1.652 0.952 1.113
C29 1.623 0.775 2.600
O40 0.743 -0.831 -0.434
C30 1.690 -1.765 0.171
H82 -0.410 0.517 -2.463
H83 -0.510 2.266 -2.612
H84 -1.640 1.472 -1.642
H85 1.394 1.732 3.052
H86 2.586 0.524 2.951
H87 0.893 -0.001 2.869
H88 2.508 -1.859 -0.532
H89 1.169 -2.701 0.333
H90 2.038 -1.456 1.133

Entry 8:
Computed, not measured: a structure of composition C14H14N2O2S2Tm, with the ωB97M-V functional and the def2-TZVPD basis.

Output
Gap between HOMO and LUMO (spin up / spin down) = 0.2395 / 0.2407 Ha
⟨S²⟩ = 2.003
Charge = -1
E_LUMO (spin up / spin down) = 2.6 / 2.6 eV
2S+1 = 3
E_HOMO (spin up / spin down) = -3.917 / -3.950 eV

Geometry (Å):
C1 -0.428 0.815 -4.160
C2 0.989 0.959 -3.921
C3 1.165 1.794 -2.757
C4 -0.146 2.164 -2.272
C5 -1.131 1.554 -3.138
Tm1 0.057 -0.177 -2.011
N1 -1.372 -1.602 -2.042
C6 -0.346 -2.583 -2.557
C7 1.060 -1.964 -2.767
H1 2.102 2.057 -2.306
H2 1.776 0.510 -4.499
H3 -0.353 2.748 -1.396
H4 -2.197 1.617 -3.024
H5 -0.882 0.225 -4.936
H6 1.401 -2.001 -3.783
H7 -0.302 -3.425 -1.839
H8 -2.278 -1.843 -2.037
H9 1.793 -2.290 -2.039
H10 -0.726 -2.975 -3.521
O1 1.386 3.103 2.118
S1 1.690 1.831 2.753
O2 3.086 1.596 3.068
N2 1.509 0.756 1.366
C8 0.592 -0.174 1.487
S2 0.370 -1.450 0.346
C9 -0.105 -0.149 2.789
C10 -1.094 -1.016 3.244
C11 -1.606 -0.862 4.526
C12 -1.126 0.157 5.363
C13 -0.132 1.031 4.915
C14 0.365 0.865 3.627
H11 -1.459 -1.815 2.591
H12 -2.383 -1.540 4.888
H13 -1.530 0.266 6.372
H14 0.255 1.820 5.553